99
Properties=species:S:1:pos:R:3:forces:R:3 method="wB97M-V/def2-TZVPD" smiles="O=C([O-])[C@@]1(OB(O)O)CNC[C@H](P(O)(O)=S)[NH2+]1.CCOC(C)=O.CCOC(C)=O.CCOC(C)=O.CCOC(C)=O.CCOC(C)=O" homo_lumo_gap_ev=8.74
O -2.95886 2.18169 -4.51294 0.3 -1.2 -0.1
C -2.45443 1.87091 -3.41727 -0.8 2.2 -0.7
O -2.46193 2.60817 -2.41190 0.8 -0.7 1.0
C -1.70856 0.51192 -3.25729 -0.9 -0.5 -0.8
O -2.42098 -0.42490 -2.47143 -0.1 0.4 0.9
B -3.80133 -0.19998 -2.49017 -0.7 -0.2 -0.8
O -4.45747 -0.50406 -3.68307 0.5 0.5 0.2
O -4.49331 0.27547 -1.42122 0.7 0.2 0.2
C -1.37996 -0.12617 -4.61926 0.8 -0.4 -0.5
N -0.01980 -0.72778 -4.70006 -0.1 1.2 0.4
C 1.05634 0.16022 -4.18429 0.2 -0.3 -0.1
C 0.52594 1.34436 -3.36664 0.8 0.7 -0.4
P 1.86035 2.23924 -2.44378 2.6 -0.9 1.1
O 2.22863 3.63497 -3.21354 -1.7 -0.9 0.1
O 1.28931 2.66460 -0.98343 -0.6 0.7 -1.4
S 3.44319 1.20184 -2.21879 0.0 -0.1 -0.3
N -0.49862 0.82122 -2.45097 0.3 -1.0 -0.2
H -4.93834 0.27650 -3.98469 -0.2 -0.2 -0.3
H -5.25320 0.78922 -1.70687 -0.3 -0.2 0.2
H -2.09982 -0.93548 -4.74404 0.0 0.1 0.0
H -1.52944 0.54373 -5.46975 -0.3 0.4 0.5
H 0.17630 -0.80200 -5.68930 -0.1 -0.5 0.0
H 1.71778 -0.45304 -3.56431 0.0 0.3 0.0
H 1.64685 0.58516 -5.00404 0.1 -0.1 0.2
H 0.12941 2.07545 -4.08391 -0.7 -0.1 0.4
H 1.43168 3.90560 -3.70174 0.3 0.5 -0.1
H 1.19282 3.62991 -0.99613 -0.2 0.0 0.4
H -0.72774 1.42560 -1.64837 -0.4 0.2 -0.3
H -0.15870 -0.08433 -2.09633 0.1 0.2 0.3
O 0.05688 -3.48968 -3.49056 0.1 -0.2 0.2
C -0.83731 -4.07362 -2.94783 -0.3 0.0 -0.3
O -0.55021 -5.12133 -2.14554 0.4 0.0 0.3
C -1.51117 -5.76133 -1.30560 -0.2 -0.1 -0.1
C -2.28212 -6.82928 -2.05391 0.0 0.0 -0.1
C -2.28359 -3.72966 -3.21125 -0.1 0.2 0.4
H -2.16780 -5.02718 -0.83508 0.0 0.0 -0.1
H -0.93861 -6.22412 -0.50221 0.1 0.1 -0.1
H -2.85874 -6.40550 -2.87632 -0.1 0.0 0.1
H -2.96813 -7.34818 -1.38332 0.0 0.0 0.0
H -1.59505 -7.55700 -2.48621 0.0 0.0 0.1
H -2.61044 -4.24022 -4.11675 0.0 0.0 0.0
H -2.35546 -2.65792 -3.36116 0.1 0.0 -0.2
H -2.95525 -3.97762 -2.39182 0.0 -0.2 -0.1
O 1.50708 0.04713 0.13308 -0.5 -0.2 -0.2
C 2.33847 -0.36453 0.89613 0.0 0.0 0.4
O 2.87594 -1.57216 0.69285 0.0 0.0 -0.5
C 4.00211 -2.07344 1.42424 0.1 -0.1 0.4
C 3.56746 -2.72054 2.72126 -0.1 0.2 0.0
C 2.71989 0.41783 2.12902 0.4 0.3 -0.1
H 4.74874 -1.29196 1.57472 -0.1 0.1 0.0
H 4.46468 -2.82029 0.78091 -0.1 0.1 -0.2
H 3.08497 -2.00356 3.38639 0.1 0.0 0.0
H 4.42170 -3.15137 3.24252 0.0 0.0 0.0
H 2.84485 -3.50881 2.52700 0.1 -0.1 0.0
H 2.00278 0.20338 2.92094 0.0 0.0 0.0
H 2.67674 1.47736 1.88492 -0.2 0.0 0.0
H 3.72680 0.21719 2.48618 -0.1 -0.1 0.1
O 4.79236 7.75686 -3.20229 0.1 0.2 0.0
C 3.62449 7.80886 -3.45930 -0.2 -0.4 0.1
O 2.94893 8.95493 -3.24388 0.2 0.4 0.0
C 1.61139 9.18270 -3.69225 -0.2 -0.1 0.1
C 0.59423 8.65564 -2.70098 0.0 -0.1 0.1
C 2.86954 6.58803 -3.93313 -0.1 0.2 -0.6
H 1.46278 8.77916 -4.69518 0.0 -0.1 0.0
H 1.50884 10.26364 -3.77601 0.2 0.0 0.0
H 0.67472 7.57484 -2.57953 0.0 0.0 -0.1
H -0.41874 8.89069 -3.02892 0.0 0.0 0.0
H 0.75840 9.10100 -1.71957 0.0 0.1 0.0
H 2.57118 5.99945 -3.06951 0.1 0.0 0.0
H 3.53548 5.99437 -4.55493 0.1 -0.1 0.2
H 1.99504 6.81853 -4.53984 -0.1 0.0 0.2
O 2.28726 -4.99213 4.48820 0.1 0.1 0.1
C 1.12606 -4.88687 4.20498 -0.2 -0.4 0.2
O 0.50210 -3.71452 4.41174 0.3 0.4 -0.1
C -0.81526 -3.41794 3.93265 -0.4 -0.2 0.0
C -1.88167 -3.89521 4.89255 0.0 -0.4 0.2
C 0.32923 -6.06760 3.70401 0.0 0.1 -0.5
H -0.95673 -3.80688 2.92220 0.1 -0.1 0.0
H -0.86023 -2.33586 3.85283 0.2 0.0 0.0
H -1.85969 -4.98099 5.00461 -0.1 0.0 -0.2
H -2.87170 -3.60524 4.53677 0.0 0.0 0.0
H -1.72727 -3.46761 5.88276 0.0 0.0 -0.2
H -0.01701 -6.64892 4.55737 0.0 0.0 0.0
H 0.98430 -6.68570 3.09405 0.1 0.0 0.2
H -0.51935 -5.79614 3.08033 -0.1 0.0 0.2
O -1.62815 -1.75638 7.03683 0.0 0.3 0.2
C -1.27521 -0.63752 6.77794 0.0 0.1 -0.3
O -1.73138 0.37973 7.52673 -0.1 -0.1 0.4
C -1.23425 1.71807 7.43834 0.0 0.3 -0.2
C -1.93349 2.50050 6.34589 0.0 -0.1 -0.1
C -0.40586 -0.33166 5.58156 0.5 0.0 0.2
H -0.14907 1.72334 7.32528 0.0 -0.1 -0.1
H -1.44621 2.17480 8.40379 -0.1 -0.2 0.1
H -1.75572 2.06454 5.36237 0.1 0.0 0.0
H -1.58582 3.53383 6.33256 0.0 0.0 0.0
H -3.01140 2.49421 6.50828 0.0 0.0 0.1
H -1.03682 -0.24284 4.69786 0.0 0.1 0.0
H 0.28963 -1.15829 5.44477 -0.1 -0.1 0.0
H 0.19383 0.56897 5.69093 -0.2 0.1 -0.1



81
Properties=species:S:1:pos:R:3:forces:R:3 method="wB97M-V/def2-TZVPD" homo_lumo_gap_ev=4.62
C 2.68943 -0.02445 3.77527 -0.3 -0.3 -0.4
C 2.46403 -1.51031 3.04429 0.4 0.7 1.0
C 3.95793 -2.15096 2.81960 -0.2 -0.7 0.3
C 4.23599 -2.74697 1.31520 0.6 0.1 0.3
C 3.98884 -1.66053 0.09830 -0.4 -0.4 0.1
C 2.79832 -2.16148 -0.92359 -0.5 0.2 -0.1
C 2.46751 -1.11448 -2.14353 0.0 0.7 -0.1
C 2.31517 -1.80932 -3.62589 -0.3 0.5 1.0
C 1.24947 -3.05312 -3.69836 -0.2 0.1 -0.8
C -0.20219 -2.58272 -4.37293 -0.1 -0.5 -0.3
C -1.50422 -2.94469 -3.44325 -0.2 0.9 -0.5
C -1.34589 -2.39993 -1.90176 -0.1 -0.4 0.4
C -2.61878 -1.46865 -1.38473 0.5 -0.5 0.2
C -2.31356 0.11030 -1.72993 1.0 -1.2 -0.5
C -1.18534 0.62747 -0.66111 0.6 -1.1 -1.0
B -1.60262 1.95154 0.21771 1.3 0.4 0.8
C -0.72342 1.84754 1.64276 0.3 -0.9 0.4
C 0.89804 1.77141 1.39405 -0.2 0.5 1.1
C -1.10013 3.27426 -0.67812 -0.8 0.8 -0.7
C -1.25034 4.69916 0.11788 0.2 0.5 -0.6
C 0.03515 5.12015 1.04337 0.1 0.9 0.4
C 1.48309 5.10514 0.27577 0.7 0.2 0.5
C -3.18066 2.02640 0.67048 -1.4 1.0 0.5
C -3.75840 0.68623 1.41658 0.4 0.3 -1.8
O -3.99599 0.96648 2.86079 -3.1 -3.3 0.4
C -4.91413 -0.03661 3.44731 -3.9 2.3 3.5
C -4.89171 -1.64426 3.05295 0.2 0.4 0.1
O -5.86341 0.34353 4.34713 6.4 -2.2 -5.7
H 1.64740 0.42997 4.09254 2.2 -0.7 -0.9
H 3.34351 -0.11642 4.74472 -1.2 -0.1 -1.9
H 3.27796 0.67420 3.02663 -1.4 -1.3 1.6
H 1.87360 -1.42021 2.02554 1.2 0.0 2.1
H 1.82028 -2.13440 3.81869 1.4 1.0 -1.9
H 4.08272 -3.06042 3.56817 -0.1 1.9 -1.5
H 4.75625 -1.34300 3.14417 -1.5 -1.6 -0.9
H 5.37305 -3.07290 1.25946 -2.3 0.6 0.2
H 3.60785 -3.73091 1.18306 1.0 2.0 0.1
H 3.63934 -0.63836 0.55168 0.7 -1.9 -0.9
H 5.02757 -1.50715 -0.43872 -2.3 -0.2 0.8
H 3.00005 -3.20639 -1.41091 0.0 1.8 1.1
H 1.79393 -2.27307 -0.29458 2.2 0.2 -1.2
H 1.47218 -0.54171 -1.88600 1.9 -1.1 -0.6
H 3.30553 -0.27602 -2.24866 -1.7 -1.8 0.3
H 3.37845 -2.14328 -3.98853 -1.8 0.5 0.6
H 1.92328 -0.95357 -4.35227 0.9 -1.7 3.6
H 1.07977 -3.56108 -2.64489 0.4 1.2 -2.2
H 1.68462 -3.86101 -4.43031 -0.7 1.3 1.6
H -0.33853 -3.17270 -5.38902 0.3 1.1 1.9
H -0.18512 -1.43381 -4.67677 -0.2 -2.1 1.0
H -1.68770 -4.09930 -3.53324 0.4 2.2 0.4
H -2.45143 -2.41840 -3.93478 2.0 -1.1 1.0
H -0.33453 -1.79466 -1.77079 -2.2 -1.1 -0.3
H -1.25371 -3.33716 -1.19040 -0.2 1.8 -1.4
H -2.68230 -1.66128 -0.20828 0.0 0.7 -2.6
H -3.60631 -1.89229 -1.85124 1.8 0.8 0.7
H -3.26303 0.78683 -1.82576 1.7 -1.4 0.5
H -1.80146 0.11476 -2.80817 -1.2 -0.1 2.0
H -0.85287 -0.22012 0.10162 -0.8 1.2 -1.7
H -0.21122 0.88689 -1.28310 -1.7 -0.6 1.2
H -1.03705 0.79214 2.10358 0.7 2.2 -0.5
H -1.06383 2.68684 2.39097 1.0 -1.6 -1.2
H 1.41241 2.43967 2.23744 -0.7 -1.7 -1.7
H 1.21644 0.64800 1.49604 -0.3 2.2 -0.3
H 1.25937 2.20993 0.37032 -0.9 -0.9 1.8
H -1.83478 3.30208 -1.61863 1.4 0.2 1.6
H -0.01962 3.10668 -1.15066 -2.1 0.6 1.1
H -1.42101 5.54178 -0.70902 0.5 -1.5 1.9
H -2.20902 4.71879 0.80976 1.9 -0.2 -1.5
H 0.14287 4.48013 2.04007 -0.5 1.2 -2.4
H -0.13173 6.23975 1.42125 0.2 -2.4 -0.8
H 1.96501 6.19334 0.21696 -1.1 -2.3 0.2
H 2.20622 4.42808 0.92812 -1.3 1.4 -1.6
H 1.46380 4.70188 -0.82239 -0.2 0.6 2.1
H -3.79418 2.34940 -0.29504 0.6 -0.9 2.1
H -3.32801 2.92527 1.44044 0.2 -1.9 -1.5
H -4.75908 0.38148 0.84463 2.0 0.3 1.6
H -2.93868 -0.14766 1.36544 -1.7 1.4 0.0
H -5.93715 -1.89858 2.56954 2.2 0.6 1.0
H -4.77525 -2.25821 4.05992 -0.3 1.5 -2.1
H -4.01657 -1.93865 2.32449 -1.8 0.7 1.4
Rb 2.04849 -1.14628 -6.34930 0.0 -0.1 -2.5



no.,HOMO (Eh)
1,-0.3251
2,-0.2484